No. 1
125
Properties=species:S:1:pos:R:3:forces:R:3 method="wB97M-V/def2-TZVPD" homo_lumo_gap_ev=9.420 relative_energy_kj_mol=0.0 largest_force_ev_per_a=4.63 lumo_ha=0.003 e_homo_ev=-9.3
C 4.290625 -1.412483 1.473226 -0.6 -0.5 0.5
O 3.657080 -1.443428 2.751263 -0.5 -0.6 -0.4
C 2.639534 -2.454119 2.824410 1.1 -0.7 0.9
C 1.756610 -2.201646 4.014047 -0.7 -0.3 0.4
O 0.720394 -1.316410 3.573728 -1.1 -0.2 1.0
C -0.567261 -1.638869 4.195894 1.9 0.0 -1.0
H 3.560750 -1.448949 0.632109 0.4 0.3 0.5
H 4.948767 -2.258945 1.426693 0.4 -0.6 -0.4
H 4.908720 -0.533613 1.479701 0.1 0.2 -0.5
H 2.999125 -3.543113 2.820180 0.1 1.6 -0.1
H 1.952472 -2.320598 2.026968 -0.4 -0.1 -1.3
H 2.240478 -1.693713 4.868135 0.2 -0.7 -0.2
H 1.330600 -3.205519 4.309233 0.3 1.0 0.0
H -1.282861 -0.889387 3.907925 -0.2 0.2 0.0
H -0.487657 -1.820049 5.246494 0.2 0.7 1.0
H -0.800029 -2.613716 3.843608 -0.8 -0.9 -0.8
C -1.263910 2.764456 1.412473 1.9 1.5 0.0
O -0.450766 2.028225 0.505689 -0.4 -0.8 1.5
C 0.015340 0.830875 1.185088 1.9 0.4 -3.0
C -0.669683 -0.438827 0.664039 0.3 -0.4 3.5
O -0.709813 -0.606547 -0.658884 -0.5 -0.4 -3.3
C 0.530207 -0.610482 -1.307314 1.2 0.7 0.0
H -1.563602 3.675458 0.926909 -0.1 0.4 -0.3
H -0.723506 3.061750 2.344912 -0.2 -0.4 -0.7
H -2.116004 2.243739 1.670237 -2.0 -1.4 0.6
H -0.041562 0.855492 2.237346 -0.3 0.3 1.3
H 1.121245 0.873949 0.911929 -1.2 -0.6 0.5
H -1.703743 -0.473724 1.027556 0.0 0.3 0.0
H -0.198239 -1.335196 1.147478 0.0 0.7 -0.1
H 0.394005 -0.716653 -2.396565 -0.2 -0.2 0.6
H 1.237777 -1.364510 -0.911961 -0.6 -0.1 -0.2
H 1.041899 0.344055 -1.122747 -0.1 0.1 -0.3
C 1.915538 0.394284 -4.720871 -0.4 -0.4 -1.0
O 2.835612 -0.620186 -5.081925 0.7 -0.1 1.9
C 2.843886 -1.061103 -6.380547 -0.9 0.3 -1.4
C 3.556539 -0.185208 -7.460265 -0.5 -1.0 2.2
O 4.950320 -0.200519 -7.289035 -0.6 0.8 -0.4
C 5.524225 -1.301861 -7.915622 1.3 -0.1 -0.4
H 0.926594 0.123393 -5.216134 0.8 0.6 0.9
H 2.299680 1.329602 -5.123764 -0.4 0.4 0.0
H 1.860023 0.478663 -3.618607 0.0 -0.2 -0.7
H 1.779632 -1.145874 -6.726965 0.5 -0.2 0.0
H 3.296817 -2.064377 -6.361307 -0.1 0.3 -0.2
H 3.179093 0.820922 -7.455348 0.0 0.6 0.2
H 3.220678 -0.660059 -8.351325 0.1 -0.3 -1.3
H 5.179992 -1.441605 -8.955820 -0.2 0.0 0.4
H 5.376105 -2.210421 -7.320496 0.1 -0.1 -0.3
H 6.596652 -1.057194 -8.008605 -0.3 -0.4 0.3
C 1.985955 6.477059 -0.942371 -0.1 0.1 -2.5
C 1.189102 6.048428 0.212172 -0.4 0.5 2.1
O 0.757487 4.734111 -0.115347 -0.6 -0.1 0.4
S 1.563236 4.036155 -1.277097 0.1 -2.4 1.0
O 0.681617 3.797924 -2.375078 0.4 0.7 0.0
O 2.257531 2.866329 -0.768227 -0.3 1.9 -0.7
O 2.561909 5.243554 -1.492534 0.1 0.5 -0.1
H 2.791680 7.145461 -0.725872 0.5 0.2 0.2
H 1.318580 6.949762 -1.708543 0.7 -0.5 0.3
H 0.296247 6.710315 0.292977 0.6 -0.7 0.2
H 1.784265 6.091109 1.178564 -0.9 -0.5 -1.0
C -5.370022 -0.093273 5.562624 0.7 -0.5 -0.1
C -3.976078 -0.697358 5.868251 -0.3 0.4 1.6
O -3.815029 -1.735327 4.935809 0.0 -1.4 -0.9
S -4.412701 -1.205141 3.566561 -1.2 0.2 -3.1
O -5.012003 -2.224836 2.710345 2.0 1.1 1.7
O -3.509081 -0.217125 3.014476 -0.5 -1.4 0.5
O -5.655030 -0.458775 4.163488 0.2 0.8 1.4
H -5.299433 0.997663 5.729474 -0.8 -0.6 -0.3
H -6.081857 -0.701387 6.135791 -0.2 0.9 0.0
H -3.995975 -1.122308 6.902308 0.2 0.2 -1.0
H -3.137670 -0.019110 5.761149 0.0 0.4 0.0
C 3.014412 1.097574 3.739785 -0.9 -0.2 2.6
C 3.668261 1.521815 2.536748 0.8 1.0 -2.6
O 3.917690 2.933671 2.727841 0.2 0.7 -0.1
S 2.558020 3.498919 3.367619 0.1 2.6 -1.0
O 1.543430 3.567984 2.368209 0.3 0.1 -0.3
O 2.739669 4.619524 4.229715 0.7 0.1 -0.7
O 2.339009 2.322828 4.242508 -0.6 -4.0 2.2
H 3.704125 0.787828 4.493706 0.4 0.0 0.8
H 2.292001 0.325550 3.599546 -0.6 -0.2 -0.1
H 2.943050 1.426496 1.741653 0.1 0.1 -0.8
H 4.600367 1.024713 2.248061 -0.4 0.5 0.5
C 2.373020 -3.442725 -3.766080 -2.2 0.4 2.0
C 3.393917 -3.456799 -2.600062 -0.6 -1.9 -1.5
O 3.852894 -4.866782 -2.631711 -0.4 0.4 0.1
S 2.622380 -5.853378 -2.978664 1.8 -0.6 -0.9
O 1.954844 -6.211516 -1.758733 0.5 -0.5 -1.1
O 3.131949 -6.824543 -3.957822 -1.4 1.7 2.4
O 1.748032 -4.762012 -3.689098 -0.1 0.3 -0.6
H 2.581484 -3.177654 -4.775283 1.2 -0.4 -0.6
H 1.518077 -2.775561 -3.521642 0.6 -0.2 0.1
H 2.912137 -3.251500 -1.660762 -0.2 0.0 0.3
H 4.256510 -2.865994 -2.759911 0.8 0.6 -0.2
C -5.375168 3.839260 0.594692 0.5 -0.5 -2.2
C -6.539222 3.096889 1.148373 -1.6 -0.5 -0.4
O -6.648282 3.513251 2.487524 0.2 0.4 1.8
S -5.280144 4.103387 3.027680 0.5 -0.5 -0.5
O -4.603893 3.275546 3.946611 0.0 -0.9 0.9
O -5.493893 5.448550 3.375134 -0.2 1.1 -0.1
O -4.485851 3.894080 1.663398 0.7 0.9 1.3
H -5.586846 4.812253 0.149608 -0.1 0.1 0.3
H -4.855254 3.222651 -0.142540 -0.3 0.3 -0.1
H -6.367472 2.028373 1.145643 0.0 -0.3 -0.2
H -7.531619 3.338929 0.759102 0.4 -0.2 -0.6
C -2.551480 1.291265 -2.057753 0.6 0.2 -2.0
C -3.415703 0.112182 -1.640021 1.9 0.1 0.7
O -4.649515 0.301583 -2.253065 -1.6 -0.7 0.1
S -4.903886 1.753510 -2.746616 1.0 0.9 -1.4
O -5.967149 2.412956 -2.086410 -0.5 0.0 0.5
O -4.925531 1.690412 -4.177339 0.3 0.3 0.8
O -3.545339 2.368274 -2.123096 -0.2 -0.6 -0.8
H -1.977997 1.168965 -3.057360 -1.4 0.2 1.3
H -1.809588 1.582755 -1.348489 0.3 0.2 0.7
H -3.469044 0.126579 -0.553838 -0.5 -0.1 0.2
H -3.027244 -0.834748 -1.962735 0.2 -0.4 -0.1
C -1.718894 -5.288907 0.118659 -1.2 0.2 0.5
C -1.670786 -4.509225 1.441128 -0.2 0.9 -0.4
O -0.412052 -3.824306 1.442240 0.6 -0.9 -1.4
S 0.575323 -4.565137 0.338080 -0.3 1.3 0.6
O 1.674264 -5.058314 1.052593 0.9 -0.8 0.5
O 0.783412 -3.654679 -0.728134 -0.1 0.3 -0.3
O -0.389151 -5.719091 -0.126149 0.4 0.3 0.5
H -2.081693 -4.646959 -0.687844 0.1 -0.2 -0.1
H -2.303388 -6.197899 0.216760 -0.2 0.1 -0.1
H -1.692058 -5.113540 2.302570 0.1 -1.3 0.9
H -2.451235 -3.766476 1.613885 -0.1 0.0 -0.6

No. 2
53
Properties=species:S:1:pos:R:3:forces:R:3 method="wB97M-V/def2-TZVPD" homo_lumo_gap_ev=10.270 largest_force_ev_per_a=1.23 lumo_ha=-0.007 e_homo_ev=-10.4
C 5.603362 -1.766069 -0.021707 0.5 0.3 0.0
C 5.024248 -0.656105 -0.815153 0.4 0.4 -1.1
O 5.336836 -0.431458 -1.963030 -0.5 -0.2 0.7
O 4.097860 0.093514 -0.163465 -0.3 -0.7 0.3
C 2.783511 0.013236 -0.762632 -0.3 0.1 0.4
Si 1.553079 -0.497936 0.585884 0.2 0.6 0.8
O 0.052066 -0.935691 -0.012900 0.9 -0.4 -0.3
Si -0.118135 -2.207037 -1.034827 -1.0 -0.3 -0.1
Br 0.573920 -4.101312 -0.069034 0.2 0.2 -0.2
H 6.538034 -2.031010 -0.478989 0.4 -0.3 -0.2
H 5.773868 -1.476567 0.999636 -0.1 0.1 0.5
H 4.950183 -2.621853 -0.062736 -0.4 -0.3 0.1
H 2.537556 0.992893 -1.132443 -0.2 0.4 -0.4
H 2.769389 -0.689181 -1.581042 0.2 -0.2 -0.5
H 2.185253 -1.552820 1.405347 -0.1 -0.3 -0.2
H 1.327884 0.639270 1.463937 0.0 0.1 0.1
H -1.549522 -2.359719 -1.319018 0.0 0.0 0.1
H 0.597154 -2.041550 -2.310508 0.3 0.0 0.1
C 6.280322 2.079344 -3.200265 0.0 0.1 -0.2
N 7.400924 3.055745 -3.294158 -0.2 -0.1 0.0
O 7.522688 3.688093 -4.319366 0.0 0.1 -0.2
O 8.124098 3.150418 -2.328851 0.2 0.0 0.3
H 5.726910 2.106255 -4.130106 0.0 0.0 0.0
H 6.710471 1.103193 -3.029318 0.0 -0.1 0.1
H 5.658733 2.375749 -2.362929 0.1 -0.1 0.1
C -1.401101 -3.617160 3.199023 0.0 0.0 0.2
N -2.616772 -4.044441 2.454421 0.0 0.1 0.3
O -3.615318 -4.300903 3.093175 -0.1 0.0 0.0
O -2.528796 -4.099295 1.250455 -0.1 0.0 -0.4
H -1.633037 -3.612178 4.256054 -0.1 0.0 0.0
H -0.613592 -4.326763 2.967529 0.0 0.0 -0.1
H -1.140900 -2.623825 2.846579 0.0 0.0 -0.1
C -2.316392 2.104327 2.209033 0.0 0.1 -0.1
N -0.861340 2.182834 2.516951 -0.4 0.0 -0.2
O -0.109666 2.382897 1.588602 0.2 0.3 -0.1
O -0.519393 2.037461 3.669395 0.1 -0.1 0.2
H -2.446145 2.262178 1.146392 0.0 0.0 0.0
H -2.677044 1.124101 2.501079 0.1 0.1 0.1
H -2.805905 2.885090 2.782624 0.0 0.0 0.1
C -5.652177 -1.332792 0.688468 0.1 -0.1 0.0
N -4.933955 -0.225575 1.376948 0.2 -0.1 0.1
O -3.970409 -0.490172 2.069527 -0.2 -0.4 -0.1
O -5.355978 0.892540 1.200948 -0.2 0.4 -0.1
H -5.174440 -2.268856 0.933195 0.2 -0.1 0.1
H -6.678723 -1.315074 1.039069 0.0 0.1 0.0
H -5.603740 -1.132152 -0.377099 0.0 0.1 0.0
C -5.444648 3.531049 -2.005470 -0.1 0.0 -0.1
N -4.374506 2.511818 -1.832934 -0.2 0.1 0.0
O -4.340055 1.587401 -2.611670 0.0 -0.3 -0.2
O -3.609706 2.678080 -0.912190 0.2 0.1 0.2
H -6.048090 3.251732 -2.859240 0.0 0.0 0.0
H -6.030445 3.539983 -1.092122 0.1 0.0 0.1
H -4.958416 4.488294 -2.161066 0.0 0.0 0.1

No. 3
63
Properties=species:S:1:pos:R:3:forces:R:3 method="wB97M-V/def2-TZVPD" smiles="CCOC(=O)N1CCN(Cc2nc3c(c(=O)n(C)c(=O)n3C)n2Cc2ccccc2C)CC1" homo_lumo_gap_ev=8.958 relative_energy_kj_mol=2.2 largest_force_ev_per_a=1.43 lumo_ha=0.022 e_homo_ev=-8.4
C -6.595133 -3.713338 0.486166 0.2 0.4 0.0
C -6.524423 -2.236288 0.147316 -0.5 -0.1 -0.1
O -5.194080 -1.783923 0.399829 0.3 0.0 0.1
C -4.989606 -0.464533 0.194601 -0.1 0.0 0.2
O -5.845232 0.293514 -0.198952 -0.3 0.1 -0.2
N -3.731661 -0.083008 0.522274 0.2 -0.1 0.1
C -2.649410 -0.990977 0.819960 0.2 -0.4 -0.1
C -1.654596 -1.002251 -0.340817 -0.1 -0.1 0.3
N -1.168414 0.348310 -0.576856 0.0 0.0 -0.2
C -0.112530 0.365897 -1.579835 -0.2 0.1 0.0
C 1.113916 -0.290566 -1.052892 0.1 0.1 0.1
N 1.706282 -1.336475 -1.606383 0.1 -0.4 -0.4
C 2.766531 -1.598384 -0.811809 -0.2 1.1 0.9
C 2.817442 -0.702541 0.246003 0.1 -0.6 -0.6
C 3.821360 -0.763489 1.261463 -0.2 0.1 -0.1
O 3.919067 -0.041282 2.237640 0.0 0.1 0.1
N 4.725015 -1.799029 1.009448 0.2 0.0 0.2
C 5.815901 -1.980051 1.953276 0.2 0.0 0.2
C 4.709556 -2.705643 -0.043048 -0.1 -0.1 -0.2
O 5.558566 -3.565097 -0.139027 0.3 -0.2 0.1
N 3.690108 -2.584184 -0.963815 0.1 -0.1 0.0
C 3.602937 -3.499654 -2.079815 0.0 -0.2 -0.2
N 1.736852 0.128881 0.068801 0.0 -0.4 -0.2
C 1.379097 1.254002 0.891384 -0.2 0.5 0.5
C 1.605645 2.578207 0.200169 0.0 0.0 -0.1
C 2.506622 2.685012 -0.850476 0.0 0.0 0.0
C 2.717202 3.895134 -1.486981 0.0 0.0 0.0
C 2.024475 5.017273 -1.071130 0.0 0.0 -0.1
C 1.135557 4.920542 -0.015622 0.0 0.0 0.0
C 0.915505 3.713295 0.633756 0.0 0.0 -0.1
C -0.043794 3.642724 1.782580 0.0 0.0 0.0
C -2.272806 1.225854 -0.929159 -0.1 0.1 0.3
C -3.285913 1.256230 0.216001 -0.1 0.3 -0.3
H -7.599803 -4.081269 0.300521 -0.1 -0.1 0.0
H -6.346231 -3.869772 1.532343 0.0 -0.1 0.1
H -5.892389 -4.272690 -0.125638 0.0 -0.1 -0.1
H -7.220788 -1.652244 0.758965 0.1 -0.1 -0.1
H -6.767658 -2.057012 -0.906125 0.0 0.0 0.2
H -3.049495 -1.988115 0.992372 0.1 0.1 0.0
H -2.145480 -0.638864 1.726975 0.0 -0.1 0.0
H -0.804518 -1.641666 -0.094965 0.0 -0.1 0.0
H -2.147410 -1.412167 -1.239636 0.0 0.0 0.0
H 0.115986 1.411237 -1.811850 0.0 -0.1 -0.1
H -0.403161 -0.146929 -2.509884 0.1 0.1 0.0
H 5.758290 -2.972086 2.400327 0.0 0.0 0.0
H 5.718969 -1.212260 2.717208 0.0 -0.1 -0.1
H 6.770300 -1.886644 1.436192 0.0 0.0 0.0
H 4.461533 -4.166133 -2.030947 -0.1 0.1 0.0
H 3.607863 -2.938136 -3.013434 0.0 -0.1 0.0
H 2.676900 -4.071193 -2.017070 0.0 0.0 0.0
H 0.323591 1.151568 1.156908 0.2 0.0 0.0
H 1.992979 1.200327 1.796937 -0.1 -0.1 -0.1
H 3.055266 1.814041 -1.179082 0.0 -0.1 0.0
H 3.421650 3.958503 -2.302531 0.1 0.0 -0.1
H 2.179459 5.966203 -1.562100 0.0 0.1 0.0
H 0.601856 5.800397 0.314074 -0.1 0.1 0.1
H -0.431686 4.630923 2.015518 0.0 0.0 0.1
H 0.447199 3.245033 2.669331 -0.1 0.0 0.1
H -0.885455 2.993327 1.541882 -0.1 -0.1 0.1
H -1.880157 2.231750 -1.095613 0.0 0.0 0.0
H -2.779684 0.889999 -1.849837 0.0 0.0 0.0
H -4.157838 1.851144 -0.057599 0.1 0.0 0.1
H -2.820155 1.678587 1.112714 0.0 0.0 -0.1

No. 4
20
Properties=species:S:1:pos:R:3:forces:R:3 method="wB97M-V/def2-TZVPD" homo_lumo_gap_ev="10.801 / 7.028" relative_energy_kj_mol=264.1 largest_force_ev_per_a=7.16 lumo_ha="0.018 / -0.107" e_homo_ev="-10.3 / -9.9" multiplicity=2
C -0.266295 -1.647272 0.530463 3.1 -0.3 -0.1
C -1.236144 -0.548816 0.750197 -3.8 0.5 0.7
C -1.915568 -0.008981 -0.548462 2.6 0.0 0.0
S -0.760160 1.399305 -1.141974 -1.6 -1.4 0.3
H -0.102659 -2.431389 1.326762 -0.2 1.3 -0.7
H 0.720363 -1.116748 0.238236 -1.0 -0.9 1.4
H -0.283639 -2.170899 -0.404601 -1.3 -0.7 -0.6
H -2.178845 -0.646373 1.500612 2.3 -0.6 -1.5
H -0.727009 0.283292 1.154630 0.4 0.3 0.8
H -2.866043 0.361581 -0.314663 -1.3 0.8 0.0
H -1.963466 -0.834345 -1.248290 0.0 0.2 -0.5
H 1.518167 -1.362135 -1.780876 -4.0 0.2 -2.1
H 2.781704 -0.288119 -1.453556 -1.4 -0.2 -0.6
O 2.321177 -1.145583 -1.467035 5.5 -0.4 2.4
H 0.486523 1.743944 1.702160 5.7 -1.1 -3.4
H -0.856269 2.204946 1.550348 -0.4 0.4 0.1
O -0.216999 1.895448 2.192946 -5.0 1.4 3.6
H 1.353522 0.803523 -0.698257 3.8 2.1 0.2
H 1.908005 2.071954 -1.186963 -1.7 4.5 -3.1
O 2.283634 1.436667 -0.701677 -1.8 -6.2 3.1